[1]
Entry from the Open Molecules 2025 dataset: C26H28N11O2SSeSnTe4 as an isolated structure at a distorted geometry (wB97M-V/def2-TZVPD).

Element x y z (Å)
1 Te 2.8209 6.6522 0.2973
2 Te 1.1164 5.0684 -1.2554
3 Te 3.8060 9.0324 -0.5148
4 Te 1.6660 4.0252 1.0912
5 Sn 0.4961 1.5808 1.3422
6 Se -1.8522 -0.3436 1.4133
7 S 0.5191 -0.7083 -1.2975
8 O 0.2404 -2.0022 -0.6952
9 O -0.6406 0.0423 -1.7172
10 N 2.0062 -0.1032 4.7914
11 N -1.1520 2.7627 -0.3118
12 N -1.0885 0.5119 4.8966
13 N 2.9202 -1.6290 0.1325
14 N 2.1014 1.4095 3.1796
15 N 1.5679 0.2282 -0.4067
16 N -0.6498 2.1122 3.4321
17 N 1.3393 -0.8596 1.7343
18 N -3.6915 -1.3872 -0.5307
19 N -2.7524 -2.9727 0.6069
20 N 3.1208 -1.6420 -6.5435
21 C 2.1583 -0.0076 -3.3923
22 C 1.3364 -2.2652 -3.3856
23 C 3.0516 -2.7473 0.8263
24 C -2.2645 1.1575 4.6547
25 C -3.1677 3.5793 -1.2947
26 C 3.3021 -0.0851 4.3294
27 C -1.7311 -3.6330 1.3900
28 C 2.7558 -0.2279 -4.6177
29 C -1.2768 3.1254 -2.6775
30 C -0.6120 2.7096 -1.5288
31 C -2.5734 3.5765 -2.5517
32 C 1.4528 -2.0160 2.3713
33 C 1.9756 -0.7713 0.5445
34 C -2.4232 3.1527 -0.2126
35 C 1.2971 0.7884 4.0543
36 C 2.6254 -1.4626 -5.2586
37 C -4.1578 -2.5844 -1.0383
38 C -2.8059 -1.6247 0.4629
39 C 1.4297 -1.0204 -2.7854
40 C 1.9395 -2.4910 -4.6130
41 C 3.3392 0.8407 3.3370
42 C 2.2639 -3.0411 1.9270
43 C -3.9572 -0.0611 -1.0535
44 C -3.5702 -3.5713 -0.3359
45 C -0.1327 1.0761 4.1045
46 C -1.9854 2.1277 3.7511
47 H -2.8169 3.1531 0.7978
48 H -1.8400 -4.7113 1.2792
49 H 3.8024 -3.4432 0.4636
50 H -4.1838 3.9230 -1.1526
51 H 1.8602 -3.4641 -5.0849
52 H 0.3914 2.3141 -1.5868
53 H -2.6386 2.8621 3.3134
54 H 3.7797 -0.9681 -6.8895
55 H 4.0666 -0.7210 4.7391
56 H -0.9692 -0.2892 5.4895
57 H -3.1223 3.9218 -3.4192
58 H 4.1707 1.1727 2.7383
59 H 0.8286 -2.1157 3.2566
60 H -4.8591 -2.6161 -1.8523
61 H 3.2445 -2.5820 -6.8725
62 H 1.6698 -0.6512 5.5621
63 H -0.7477 -3.3337 1.0280
64 H 2.2728 0.9480 -2.8947
65 H -4.6383 -0.1442 -1.8985
66 H -3.0237 0.3978 -1.3793
67 H 3.3237 0.5633 -5.0932
68 H -0.7541 3.1018 -3.6237
69 H -3.1881 0.8676 5.1228
70 H -4.3975 0.5682 -0.2811
71 H -3.6587 -4.6400 -0.4127
72 H 0.7943 -3.0509 -2.8763
73 H -1.8297 -3.3687 2.4425
74 H 2.2998 -3.9963 2.4323

Atoms 1-3, force components in eV/Å:
1.00 1.79 -0.27
0.35 1.09 -0.63
-0.17 -0.08 -0.19

Calculated values
Charge = -1
Energy relative to the best compared isomer or geometry (same formula, charge and spin) = 117.41 kcal/mol
Frontier orbital gap = 3.5 eV

[2]
Entry from the Open Molecules 2025 dataset: C2H10NO3 as an isolated structure at a distorted geometry (wB97M-V/def2-TZVPD).

Element x y z (Å)
1 O 0.3595 0.3029 0.4211
2 O 1.9468 -0.3406 2.2628
3 O -0.8752 2.6682 0.9686
4 N -1.1134 -0.7675 -1.2138
5 C -0.7066 -0.3699 0.0839
6 C 0.0457 -1.2677 -1.8512
7 H 0.8342 -0.4690 -2.1626
8 H 2.6199 0.3414 2.1565
9 H -1.5533 0.0116 -1.6484
10 H 0.0492 2.8665 1.1330
11 H 0.6162 -1.6839 -1.0197
12 H -0.5702 -1.2076 0.7148
13 H 1.0883 -0.0864 1.4365
14 H -1.6102 0.1559 0.5835
15 H -0.3044 -1.8588 -2.7272
16 H -0.8266 1.7047 0.8621

Atoms 1-3, force components in eV/Å:
3.29 2.78 -0.92
-1.25 0.23 -0.88
-0.38 0.46 0.21

Calculated values
Charge = -1
Energy relative to the best compared isomer or geometry (same formula, charge and spin) = 38.83 kcal/mol
Frontier orbital gap = 8.2 eV

[3]
Entry from the Open Molecules 2025 dataset: a 2-piece molecular cluster, C11H14N2O overall at a distorted geometry (wB97M-V/def2-TZVPD).

Element x y z (Å)
1 O -0.9251 2.2315 -2.1200
2 N 3.1884 0.3649 0.1574
3 N 2.6961 -1.4540 -1.0665
4 C 3.2406 -0.2457 -1.1063
5 C -3.0735 -0.2293 2.3351
6 C -3.4152 0.8099 0.2350
7 C 2.3599 -1.5963 0.3019
8 C 2.5769 -0.4675 1.0405
9 C -1.4980 1.4165 -1.2194
10 C -1.1865 0.0769 0.7227
11 C 2.0620 -2.9755 0.6540
12 C -2.5873 0.1854 1.0639
13 C -2.8522 1.4434 -0.9593
14 C -0.7287 0.6641 -0.3701
15 H -0.4647 -0.5705 1.2784
16 H -0.8972 1.8089 -2.9825
17 H -3.5490 2.0745 -1.4762
18 H 3.0026 -3.5333 0.3546
19 H 3.5715 0.2938 -2.0743
20 H 1.2036 -3.4481 0.0722
21 H -3.2459 -1.3700 2.4658
22 H -3.9983 0.2100 2.6336
23 H -4.4116 0.8366 0.3380
24 H -2.4295 0.0945 3.1995
25 H 3.5224 1.3435 0.3010
26 H 0.3691 0.6399 -0.6103
27 H 2.3227 0.0521 1.9744
28 H 1.8250 -3.1513 1.6617

Atoms 1-3, force components in eV/Å:
0.67 0.70 -1.37
1.23 2.14 -3.09
1.01 2.00 1.80

Calculated values
Charge = 0
SMILES = Cc1ccc(O)cc1.Cc1c[nH]cn1
Energy relative to the best compared isomer or geometry (same formula, charge and spin) = 66.77 kcal/mol
Frontier orbital gap = 9.3 eV

[4]
Entry from the Open Molecules 2025 dataset: a 2-piece molecular cluster, C2H8S3 overall at a distorted geometry (wB97M-V/def2-TZVPD).

Element x y z (Å)
1 S 1.8677 -0.6504 -2.3824
2 S 0.0722 -0.2262 -3.3340
3 S -1.6617 0.3908 -0.0457
4 C 0.6254 0.6265 1.5212
5 C -0.7581 -0.0732 1.5515
6 H -0.7954 -1.1011 1.6995
7 H -0.9955 0.4376 -2.6513
8 H -1.4847 0.4079 2.3871
9 H 0.5402 1.4532 0.8325
10 H 1.2090 -1.8008 -2.1915
11 H 1.3429 0.0513 0.9988
12 H 1.1131 0.8966 2.4967
13 H -1.0752 -0.4122 -0.8824

Atoms 1-3, force components in eV/Å:
-1.41 0.05 0.50
-1.53 1.02 -1.47
-0.52 0.24 1.77

Calculated values
Charge = 0
SMILES = CCS.SS
Energy relative to the best compared isomer or geometry (same formula, charge and spin) = 34.36 kcal/mol
Frontier orbital gap = 9.0 eV

[5]
Entry from the Open Molecules 2025 dataset: C18H41N4O6PV as an isolated structure at a distorted geometry (wB97M-V/def2-TZVPD).

Element x y z (Å)
1 V -0.6438 0.2609 -0.3255
2 P 1.2534 -0.5109 0.8966
3 O 0.5448 1.0414 -2.8835
4 O -1.9149 2.3784 1.3292
5 O -2.8478 0.0698 1.7106
6 O -1.2555 0.7816 -5.0515
7 O -4.4410 2.4722 -1.2963
8 O -0.9026 -1.1997 -2.9329
9 N 0.2541 1.3836 -1.6510
10 N -1.0369 2.0381 0.3951
11 N -2.2183 -0.4506 0.6008
12 N -1.2877 -1.0683 -1.6104
13 C -0.2716 -2.0002 2.8270
14 C -2.1291 -2.0118 -1.1119
15 C 2.5273 -0.8213 -0.4239
16 C 0.5571 2.6443 -1.1927
17 C 1.4974 3.5303 -1.9346
18 C 1.9943 -1.8167 -1.4570
19 C -2.2515 1.3664 -4.1971
20 C 0.8910 -2.0712 1.8310
21 C 3.9200 -1.2676 0.0299
22 C 2.1320 -2.6348 2.5168
23 C -0.1066 2.9719 0.0093
24 C -2.3873 -3.3080 -1.7866
25 C -3.5456 -2.5198 0.9643
26 C 3.2381 0.7540 2.5398
27 C 0.0890 4.1908 0.8379
28 C 1.7912 0.8466 2.0518
29 C -2.6708 -1.6513 0.1460
30 C 0.8318 1.0443 3.2303
31 H 2.9487 -2.8376 1.8177
32 H -1.7845 -3.4221 -2.6938
33 H -0.3471 -0.3541 -3.1106
34 H 4.6284 -1.0449 -0.7794
35 H -2.9528 1.9575 -4.8066
36 H 0.9114 0.2301 3.9615
37 H 1.7114 1.7463 1.4107
38 H 2.8399 -2.2568 -2.0065
39 H -0.6205 -3.0224 3.0335
40 H 0.4902 3.9303 1.8309
41 H 0.8045 4.8609 0.3600
42 H 3.4766 -0.2192 2.9898
43 H -1.1330 -1.4324 2.4621
44 H -4.1792 -3.1538 0.3338
45 H 3.9456 -2.3537 0.1845
46 H -0.2179 1.1510 2.9276
47 H 1.1644 3.6272 -2.9763
48 H -3.4471 -3.3992 -2.0613
49 H 0.5847 -2.7696 1.0336
50 H -0.8511 4.7445 0.9856
51 H 1.3325 -1.3612 -2.1898
52 H 1.5283 4.5222 -1.4729
53 H -3.6052 2.6982 -0.8425
54 H 2.5249 3.1236 -1.9364
55 H 3.3928 1.5201 3.3122
56 H 3.9453 0.9603 1.7311
57 H 4.2883 -0.7707 0.9291
58 H 1.8606 -3.5791 3.0086
59 H -2.8203 0.6091 -3.6389
60 H -4.5042 1.5023 -1.1734
61 H -1.6978 0.5246 -5.8709
62 H 0.0426 -1.5684 3.7829
63 H -1.7243 2.0396 -3.5119
64 H 2.6312 0.1609 -0.9193
65 H 2.4979 -1.9573 3.2987
66 H -2.9398 -3.2007 1.5859
67 H -2.5488 1.0809 1.6541
68 H 1.4538 -2.6427 -0.9669
69 H 1.1095 1.9772 3.7441
70 H -4.1906 -1.9241 1.6200
71 H -2.1599 -4.1389 -1.1022

Atoms 1-3, force components in eV/Å:
-0.42 1.87 -0.46
0.04 -0.18 0.57
0.03 -0.06 1.39

Calculated values
Charge = +1
Energy relative to the best compared isomer or geometry (same formula, charge and spin) = 0.00 kcal/mol
Frontier orbital gap (spin up / spin down) = 5.4 / 5.6 eV
2S+1 = 3
⟨S²⟩ = 2.079

[6]
Entry from the Open Molecules 2025 dataset: a 4-piece molecular cluster, C26H48B2FN6O17P3 overall at a distorted geometry (wB97M-V/def2-TZVPD).

Element x y z (Å)
1 P 8.4343 4.9786 2.5452
2 P -9.4899 0.4956 -1.2905
3 P 3.3204 -7.6388 -5.0160
4 F 2.7259 -2.8980 -1.8779
5 O 1.6983 -7.3431 -4.5028
6 O 3.5779 -8.4760 -3.7664
7 O -3.2887 2.0961 -2.5105
8 O 3.7523 -6.0708 -4.7636
9 O -4.4133 2.2274 0.6829
10 O 4.8841 -7.9155 -5.6648
11 O 0.5066 -2.6995 -3.7120
12 O -7.7798 0.6282 -1.2701
13 O -3.6328 -0.3486 -2.2350
14 O 7.0045 4.4464 2.5054
15 O -9.7061 1.9825 -1.5565
16 O -2.7117 3.9145 1.2305
17 O 8.9718 5.3118 1.0257
18 O 7.9446 6.6170 2.6733
19 O -9.3635 -0.3350 -2.7067
20 O 9.0523 3.3687 2.4717
21 O -11.1965 0.2436 -1.2207
22 N 1.8414 -1.2713 -0.3182
23 N -0.7401 -0.0071 4.3107
24 N -2.4775 1.6696 4.4391
25 N -0.5966 -0.9918 -2.3405
26 N 1.9797 -0.8989 2.9588
27 N -0.3315 2.0672 5.4304
28 C -1.7649 1.5522 0.5630
29 C -11.6226 -0.4405 -0.0426
30 C 9.5367 4.3415 0.1627
31 C -10.4779 -0.8016 -3.4444
32 C 6.8594 7.0577 1.8696
33 C -1.7006 0.7199 -0.7698
34 C 0.7225 -7.6500 -5.4982
35 C 9.9997 3.0751 3.4990
36 C 2.9261 1.4785 2.1689
37 C -4.9480 0.6606 2.6640
38 C -1.0212 1.4457 4.2261
39 C 3.1184 -0.9870 3.8175
40 C -7.1579 1.4507 -2.2488
41 C 1.9173 0.3050 2.1935
42 C 0.6555 0.4407 1.1917
43 C 5.9950 -7.8660 -4.7814
44 C -4.7542 0.8662 1.0603
45 C 4.2780 0.0284 3.9716
46 C 1.6686 -1.9866 -1.5272
47 C -0.5040 -0.2646 -1.1031
48 C 2.9071 -5.1120 -4.1533
49 C 0.4935 -1.8770 -2.5354
50 C 4.1841 1.3371 3.1031
51 C -0.5296 1.3879 1.5618
52 C 0.6930 -0.4237 -0.1394
53 C -0.4150 2.1917 2.9341
54 B -3.0197 2.5390 0.8363
55 B -2.9008 0.8508 -1.8892
56 H 2.0561 -4.8952 -4.7991
57 H -11.3425 0.1353 0.8459
58 H 6.7978 8.1435 1.9568
59 H 2.5755 -5.4431 -3.1664
60 H -2.6258 2.2242 -3.2377
61 H -4.1160 -0.0294 3.0715
62 H 4.9801 2.1559 3.1146
63 H -4.9519 1.6453 3.2409
64 H -5.9337 0.0945 2.8619
65 H -5.8048 0.6663 0.6137
66 H -0.5936 3.0627 5.4698
67 H -12.7082 -0.5445 -0.0711
68 H 0.1558 -3.5689 -3.3819
69 H 5.9198 6.6361 2.2274
70 H 0.8757 -7.0283 -6.3829
71 H 7.0136 6.8002 0.8198
72 H -2.9186 0.8511 4.8839
73 H -0.9314 3.2283 2.8888
74 H 10.3263 2.0401 3.3889
75 H 9.7155 4.8136 -0.8071
76 H -0.2694 -7.4503 -5.0899
77 H -1.0034 -0.5210 3.4613
78 H 8.8576 3.4996 0.0100
79 H 0.6874 2.4339 3.1908
80 H 2.7863 2.3912 1.4908
81 H 9.5351 3.2000 4.4828
82 H 5.1765 -0.1108 4.6567
83 H -6.0808 1.2857 -2.1894
84 H 3.4764 -4.1877 -4.0267
85 H -11.1626 0.0132 -3.6911
86 H 5.9962 -6.9434 -4.1974
87 H -10.1094 -1.2305 -4.3803
88 H -7.3498 2.5040 -2.0437
89 H 10.8666 3.7335 3.4138
90 H 3.1857 -1.9324 4.4771
91 H -4.0757 0.0563 0.6284
92 H 10.4963 4.0028 0.5528
93 H 0.6899 1.9377 5.3566
94 H 0.2128 -0.2170 4.6279
95 H 0.7887 -8.7080 -5.7731
96 H -3.0833 4.1041 2.1183
97 H -10.9917 -1.5896 -2.8938
98 H -2.6638 2.4899 5.0303
99 H -3.7961 -0.3518 -3.2064
100 H 6.9040 -7.8981 -5.3844
101 H 5.9983 -8.7319 -4.1189
102 H -11.1703 -1.4334 0.0031
103 H -7.4954 1.1939 -3.2551

Atoms 1-3, force components in eV/Å:
-7.28 -1.10 -6.81
0.14 6.34 -7.74
4.45 1.12 8.91

Calculated values
Charge = 0
SMILES = CCOB(O)c1c(CC(N)(N)N)c(-c2ccccn2)c2nc(F)c(O)nc2c1B(O)O.COP(=O)(OC)OC.COP(=O)(OC)OC.COP(=O)(OC)OC
Frontier orbital gap = 5.6 eV

[7]
Entry from the Open Molecules 2025 dataset: a 2-piece molecular cluster, C6H14 overall (wB97M-V/def2-TZVPD).

Element x y z (Å)
1 C -0.2860 0.1304 1.0205
2 C 1.0582 0.3022 0.3869
3 C -1.1721 1.3773 0.8927
4 C -1.1018 -1.1554 0.8266
5 C 0.3104 0.6572 -2.0631
6 C 1.8056 -0.9505 0.0648
7 H -0.5162 -2.0554 1.0388
8 H -0.2559 1.5195 -2.4176
9 H 2.2462 -1.2158 1.0401
10 H -1.6375 1.4155 -0.1005
11 H 2.6520 -0.7667 -0.6071
12 H -1.4752 -1.2295 -0.2021
13 H -1.9733 -1.1638 1.4916
14 H -0.3500 -0.2101 -1.9663
15 H 1.1293 0.4185 -2.7451
16 H 1.2500 -1.8343 -0.2838
17 H 0.1023 0.1285 2.0622
18 H -1.9811 1.3704 1.6328
19 H -0.5810 2.2885 1.0239
20 H 0.7760 0.9733 -1.0955

Atoms 1-3, force components in eV/Å:
0.03 0.00 -0.05
0.04 -0.30 0.44
0.00 0.04 -0.01

Calculated values
Charge = 0
Energy relative to the best compared isomer or geometry (same formula, charge and spin) = 93.17 kcal/mol
Frontier orbital gap = 8.5 eV

[8]
Entry from the Open Molecules 2025 dataset: an isolated ion of composition C5H15NP and charge +1 at a distorted geometry (wB97M-V/def2-TZVPD).

Element x y z (Å)
1 P -0.4643 0.4298 0.2342
2 N 1.8691 1.6921 -0.3289
3 C 1.4817 0.4543 0.4185
4 C -2.2392 -0.0203 -0.7819
5 C -3.2610 0.2618 0.2985
6 C 1.4238 -1.8925 0.0721
7 C 2.3534 -0.6721 -0.0723
8 H 2.4068 1.5348 -1.2364
9 H 2.5581 -0.7768 -1.1793
10 H -3.6327 1.3432 0.4115
11 H -0.6325 -0.5362 1.2470
12 H -2.8548 0.1842 1.3314
13 H 1.1039 2.3210 -0.6201
14 H -0.8375 1.5064 1.1766
15 H 0.7227 -1.7292 0.9587
16 H 3.1291 -0.5969 0.6335
17 H 2.3150 2.4056 0.3255
18 H -4.0199 -0.4023 0.1030
19 H -2.4767 0.4685 -1.7024
20 H 0.8336 -2.2890 -0.7780
21 H -1.8703 -0.9883 -0.8988
22 H 2.0918 -2.6982 0.3877

Atoms 1-3, force components in eV/Å:
-0.07 0.04 1.64
0.95 3.22 -0.59
-2.47 0.90 -1.52

Calculated values
Charge = +1
SMILES = CC[PH2]=C([NH3+])CC
Energy relative to the best compared isomer or geometry (same formula, charge and spin) = 100.20 kcal/mol
Frontier orbital gap = 7.9 eV

Summary of M in g/mol
1266.7; 96.1; 190.2; 128.3; 491.5; 850.2; 86.2; 120.2
(order as listed above)